DFT (ωB97M-V/def2-TZVPD) results for 2 unconnected molecules or ions with the total composition C10H16S at a distorted geometry.

```
27
Properties=species:S:1:pos:R:3:forces:R:3
C -2.1214 -1.8929 3.1787 0.231 1.899 -1.105
C -1.5919 -1.5601 1.7556 -1.021 2.867 -0.215
C 0.1130 -0.4912 4.3189 -1.231 1.260 2.916
S -0.7935 -2.0374 4.3254 1.273 -1.446 1.428
H -2.8654 -1.1740 3.6383 0.598 -0.641 -1.138
H -2.5819 -2.8620 3.0857 -0.141 -0.423 0.435
H -1.3588 -0.4810 1.4626 0.261 -0.923 1.435
H -2.3816 -1.6111 1.0535 -1.247 -0.883 -0.793
H 1.1015 -0.4666 3.9493 0.836 -0.378 -1.058
H -0.5455 0.2405 3.8783 0.148 0.470 -0.431
H 0.2477 -0.1182 5.4201 -0.455 -0.851 -1.770
H -0.7862 -2.1216 1.3558 0.761 -0.943 0.270
C 0.3455 3.0445 -2.8079 1.070 2.304 -2.549
C 1.4330 -1.0160 -2.1142 -0.324 0.826 0.778
C 1.3625 -0.4727 -3.3632 1.128 -1.488 -2.681
C 1.0801 -0.1964 -1.0365 -0.500 1.291 -4.763
C 0.9265 0.7857 -3.7124 1.415 -0.330 -3.270
C 0.6624 1.1104 -1.4060 0.223 -1.441 3.767
C 0.6084 1.5850 -2.6816 -0.127 2.550 1.034
H 1.7945 -2.0261 -2.0638 0.095 -0.227 0.526
H 1.8304 -1.1005 -4.1435 -0.645 0.349 0.126
H 1.1275 -0.6168 -0.1246 -0.012 -0.647 3.398
H 1.0747 1.1733 -4.8283 -0.626 -0.871 2.642
H 0.4165 1.7719 -0.5469 0.107 -0.269 -0.856
H 1.2613 3.7788 -3.0585 -1.468 -2.151 0.075
H 0.0439 3.5232 -1.9148 -0.880 0.036 1.074
H -0.4031 3.2314 -3.6203 0.531 0.058 0.727
```
Forces are in eV/Å.

* 2S+1: 1
* energy above the lowest of the compared OMol25 structures with the same formula, charge and spin: 191.7 kJ/mol
* E_HOMO: -0.3063 Eh
* structure (SMILES): Cc1ccccc1.CCSC



DFT (ωB97M-V/def2-TZVPD) results for C10H16S in the gas phase at a distorted geometry.

```
27
Properties=species:S:1:pos:R:3:forces:R:3
C 0.1048 -0.9681 0.5848 0.544 1.772 -2.888
C -0.8602 0.1059 0.9749 0.370 0.883 0.925
C 0.7086 -0.8233 -0.6682 -0.167 -1.606 1.316
C -1.0696 1.1651 0.2138 2.935 -3.071 -2.042
C 0.5203 0.4227 -1.4658 -4.206 -0.200 3.242
C 0.1915 -2.0606 1.5454 0.654 -3.607 1.820
C -1.3108 0.1105 2.4267 -1.673 1.510 1.461
C 1.6530 -1.8339 -1.4506 0.065 1.349 1.342
C -1.6702 2.4676 0.2308 0.159 -0.130 -2.669
C 1.5898 1.3962 -1.5721 -0.430 2.206 -2.426
S -0.4968 0.3766 -2.9698 0.691 -0.248 0.656
H 0.9532 -2.9022 1.3113 -1.056 1.555 0.029
H -0.8148 -2.6088 1.5365 1.203 0.683 0.256
H 0.4131 -1.8059 2.6721 -0.478 -0.063 -2.314
H -1.7421 -0.8528 2.7810 0.114 0.684 -0.346
H -2.1582 0.9762 2.6428 2.252 -2.214 -0.564
H -0.4238 0.3033 3.1081 -1.010 -0.022 -0.734
H 1.5093 -1.4019 -2.4629 0.844 -1.106 0.215
H 1.4845 -2.9213 -1.3829 -0.621 0.567 -0.102
H 2.7029 -1.7311 -1.0385 -0.923 0.261 -0.841
H -1.7899 2.7616 1.2607 -0.301 0.818 0.174
H -2.6421 2.3375 -0.3760 1.266 0.933 1.042
H -0.8864 3.0677 -0.3902 -1.669 -0.138 1.195
H 1.1395 2.4579 -1.2599 1.610 -2.035 -0.626
H 1.6518 1.3644 -2.7452 1.028 1.005 1.921
H 2.5489 1.0708 -1.1408 -0.501 0.561 0.105
H -1.3061 -0.4740 -2.3660 -0.698 -0.350 -0.146
```
Forces are in eV/Å.

* 2S+1: 1
* energy above the lowest of the compared OMol25 structures with the same formula, charge and spin: 551.3 kJ/mol
* E_HOMO (spin up / spin down): -0.2633 / -0.2608 Eh



DFT (ωB97M-V/def2-TZVPD) results for a molecular structure, C10H17CaNO at a distorted geometry.

```
30
Properties=species:S:1:pos:R:3:forces:R:3
C 1.7956 -2.9084 -1.0530 -0.025 -0.171 2.637
C 0.7450 -3.3014 -0.1282 1.494 0.042 -0.835
C 1.0986 -2.8809 1.1722 0.765 -0.024 -0.910
C 2.3630 -2.2388 1.1156 0.655 -0.522 -0.936
C 2.8080 -2.2235 -0.2756 -1.413 -1.519 0.725
Ca 1.2194 -0.2635 0.1678 -3.210 0.617 -2.054
N -0.2984 0.3723 -1.9098 2.704 -1.358 1.360
C -1.7028 -0.0958 -2.1379 0.493 0.991 3.643
C -2.1249 -1.0453 -0.9988 -0.084 -0.606 -1.570
H 0.5263 -3.0892 2.0513 -0.244 0.136 0.374
H -0.0944 -3.9579 -0.3696 0.141 0.634 -0.007
H 2.9086 -1.8081 1.9520 -0.059 -0.084 -0.057
H 3.7604 -1.8785 -0.6307 0.271 0.153 -0.109
H 1.8943 -3.2796 -2.0601 -0.158 0.468 -0.215
H -1.9625 -2.1427 -1.2311 -0.284 1.200 0.729
H -2.0145 -0.5117 -3.1083 0.299 0.547 -0.097
H 0.2312 0.6675 -2.6991 0.184 0.359 -1.640
H -2.4742 -0.6621 -0.0309 0.298 -0.365 -0.396
H -1.9483 0.9487 -1.7849 -2.372 -0.770 -1.266
C 0.1049 3.3256 0.1558 -1.200 0.403 0.051
C -0.1960 2.5072 1.4106 1.252 -1.035 0.480
C -1.6679 2.4427 1.7832 -0.648 0.795 -1.103
O 0.3423 1.2556 1.3226 0.525 -1.133 -0.223
H -0.2719 2.8109 -0.7270 -0.439 -0.140 -0.047
H 1.1370 3.4904 -0.0849 0.937 -0.159 0.473
H -0.3377 4.3197 0.2752 -0.208 0.182 -0.276
H 0.3953 2.8677 2.2456 -0.226 1.587 0.720
H -2.2408 1.9389 0.9971 0.175 0.144 -0.235
H -1.9172 1.8889 2.6622 0.472 -0.462 0.853
H -2.0785 3.4511 1.9188 -0.096 0.089 -0.071
```
Forces are in eV/Å.

* 2S+1: 1
* charge: -2
* E_HOMO (spin up / spin down): 0.1005 / 0.1005 Eh



DFT (ωB97M-V/def2-TZVPD) results for a molecular structure, C10H17Cl2NPd at a distorted geometry.

```
31
Properties=species:S:1:pos:R:3:forces:R:3
Pd -0.7721 -0.1773 -0.9967 -4.964 -1.378 1.976
Cl 0.7720 1.8845 0.8154 -0.654 0.818 0.723
Cl -0.4691 -2.5447 -0.3473 0.192 -0.002 -0.392
C 0.0038 0.1317 -2.7038 0.136 0.504 -2.741
H -0.1315 -0.6785 -3.4332 0.385 0.319 0.227
H -0.1559 1.1564 -3.0621 0.099 -0.442 -0.091
C 0.8772 0.1807 0.3662 1.210 0.268 4.118
C 1.0609 0.0383 -1.5574 2.899 -0.118 -2.891
H 0.2518 -0.3050 1.1664 -0.015 -0.006 -0.873
C 2.0292 1.1790 -1.7591 0.715 0.331 -0.006
H 1.4794 -0.9558 -1.5219 0.329 -0.039 -0.275
C 3.4558 0.8266 -1.2812 -0.026 -0.045 -0.491
H 2.0554 1.5122 -2.7988 0.017 -0.162 -0.040
H 1.6317 2.0214 -1.1701 0.381 -0.056 -0.593
C 3.4613 0.5642 0.2221 -0.074 0.260 -0.185
H 3.8277 -0.0709 -1.8265 -0.373 0.387 0.297
H 4.1534 1.6342 -1.5684 -0.331 -0.197 0.264
C 2.2927 -0.3377 0.6435 0.817 -0.214 0.216
H 4.4108 0.1051 0.4933 -0.039 -0.250 0.120
H 3.4323 1.5086 0.7839 -0.144 -0.197 -0.201
H 2.3757 -1.2942 0.1404 0.065 -0.334 -0.041
H 2.4199 -0.5695 1.7017 -0.257 0.145 0.112
C -4.6494 -0.3768 2.8837 0.098 0.219 0.265
C -4.4701 -1.0484 1.5089 -0.015 0.155 -0.058
C -3.2572 -0.5805 0.8438 -1.396 -0.709 1.394
N -2.3183 -0.2705 0.2347 1.088 0.890 -0.260
H -3.8476 -0.6806 3.5635 -0.094 0.013 -0.131
H -5.6060 -0.6172 3.3624 0.076 -0.111 -0.253
H -4.5886 0.7106 2.7829 -0.054 -0.138 -0.009
H -4.3926 -2.1405 1.6486 -0.082 0.352 -0.303
H -5.3327 -0.8055 0.8649 0.013 -0.262 0.123
```
Forces are in eV/Å.

* 2S+1: 5
* energy above the lowest of the compared OMol25 structures with the same formula, charge and spin: 382.2 kJ/mol
* E_HOMO (spin up / spin down): -0.1102 / -0.3582 Eh
* <S²>: 6.015



DFT (ωB97M-V/def2-TZVPD) results for a molecular structure, C10H17Cl3O2Re at a distorted geometry.

```
33
Properties=species:S:1:pos:R:3:forces:R:3
C 1.0198 -1.3722 -1.3059 -1.057 -0.720 -0.863
C -0.3775 -1.7772 -1.3715 -0.037 0.360 2.636
C -0.7684 -2.1615 0.0188 2.277 0.337 -0.732
C -1.2033 -2.0924 -2.5538 0.165 -1.061 -0.054
C 0.5133 -2.0916 0.7932 -1.136 -0.899 -1.459
C 1.5267 -1.6433 -0.0432 -0.134 -0.284 0.961
C 2.9646 -1.6313 0.3263 0.838 -0.046 0.167
C 1.8286 -1.0565 -2.5019 -0.021 -1.869 -0.611
C -1.9566 -2.9104 0.4310 0.659 -2.038 0.883
C 0.6536 -2.6079 2.1497 0.511 -1.138 0.477
Re -1.1915 -0.1331 -0.1411 5.086 4.760 -1.037
Cl -3.2854 -0.2220 -0.5287 -3.868 -0.182 -0.781
Cl -0.4025 1.0318 -2.1963 -0.763 -0.314 -0.996
O -0.7531 -0.0257 1.7258 -0.371 -1.534 1.209
H -0.8512 -1.5548 -3.4248 -0.064 -0.011 -0.255
H -2.2456 -1.8596 -2.3666 -0.152 0.067 -0.197
H -1.1248 -3.1949 -2.6741 -0.122 0.360 -0.530
H -2.8070 -2.7485 -0.1941 -0.546 0.181 -0.258
H -2.1814 -2.6868 1.4839 -0.239 -0.015 -0.296
H -1.6896 -3.9853 0.3726 -0.427 -0.042 0.190
H -0.2344 -2.5008 2.7656 -0.125 0.197 -0.010
H 1.4885 -2.1167 2.6313 0.142 0.118 0.390
H 0.8975 -3.7124 2.1172 -0.173 0.736 0.108
H 3.1106 -1.4790 1.4118 -0.052 0.157 -0.576
H 3.5184 -0.8559 -0.2224 -0.288 -0.018 0.393
H 3.4384 -2.6160 0.0782 -0.333 0.431 0.090
H 1.2657 -0.6001 -3.3170 0.050 -0.021 0.260
H 2.1393 -2.1013 -2.8270 0.162 0.994 -0.231
H 2.7087 -0.4860 -2.2856 0.394 0.448 0.205
H -0.9087 0.8661 2.0313 0.056 0.549 -0.084
O 2.3029 1.5372 0.4574 -3.095 1.535 -1.178
H 1.3837 2.0073 0.1399 3.521 -1.755 1.195
Cl -1.2170 2.2877 0.2293 -0.860 0.717 0.983
```
Forces are in eV/Å.

* 2S+1: 4
* charge: -2
* E_HOMO (spin up / spin down): 0.0244 / 0.0252 Eh
* <S²>: 3.806



DFT (ωB97M-V/def2-TZVPD) results for 4 unconnected molecules or ions with the total composition C10H17Cl6F3O2 at a distorted geometry.

```
38
Properties=species:S:1:pos:R:3:forces:R:3
C 0.1418 -3.2620 0.0083 0.203 0.678 0.038
C -0.9810 -3.3152 -0.9859 -0.859 -0.055 0.630
O -0.4202 -3.4225 -2.2993 -0.025 -0.087 -0.339
C -1.1793 -3.0103 -3.3035 0.354 -0.110 0.204
O -2.2636 -2.5186 -3.2368 -0.256 0.087 -0.047
C -0.4741 -3.2588 -4.6559 0.117 0.018 -0.024
F 0.8399 -3.4677 -4.5146 -0.278 0.054 -0.137
F -1.0127 -4.3398 -5.2433 0.102 0.192 0.053
F -0.6561 -2.2027 -5.4540 0.054 -0.214 0.045
H -0.2552 -3.1617 1.0185 -0.097 -0.202 0.007
H 0.6809 -2.3316 -0.1866 0.245 -0.223 0.070
H 0.8312 -4.1004 -0.0372 -0.097 -0.121 -0.077
H -1.6050 -2.4221 -0.9128 0.232 0.149 -0.158
H -1.6867 -4.1356 -0.8125 0.321 -0.180 -0.208
Cl 4.2007 1.0381 2.6530 0.189 -0.155 -0.103
C 4.8086 2.4002 3.6126 0.283 0.296 0.199
C 3.7154 3.3952 3.9083 0.112 -0.023 -0.134
Cl 3.1952 4.2397 2.4238 -0.081 0.001 -0.043
H 5.6321 2.8849 3.0903 -0.114 -0.124 -0.238
H 5.2248 2.0032 4.5376 -0.214 -0.096 0.057
H 4.0939 4.1643 4.5767 -0.071 -0.043 0.122
H 2.8439 2.8969 4.3191 -0.057 0.089 0.101
Cl 0.5997 1.1268 3.7651 -0.117 0.099 0.009
C 0.0175 0.5050 2.1904 -0.251 -0.050 0.149
C 0.7513 1.1939 1.0686 0.199 -0.777 -0.042
Cl 0.2852 0.3760 -0.4699 -0.096 0.267 -0.042
H -1.0558 0.6626 2.1312 0.019 0.085 0.056
H 0.2127 -0.5630 2.1971 0.074 -0.016 -0.099
H 1.8115 0.9912 1.1700 0.101 0.413 -0.004
H 0.5302 2.2505 0.9940 0.029 0.079 -0.031
Cl -3.3664 1.1091 0.4897 0.032 0.108 -0.312
C -2.9527 1.5822 -1.2150 -0.549 -0.140 0.698
C -4.1451 2.1746 -1.9243 0.154 -0.026 -0.261
Cl -4.7415 3.6627 -1.1601 -0.035 0.070 0.096
H -2.6736 0.6442 -1.6833 0.257 0.123 -0.217
H -2.1359 2.2884 -1.1325 0.146 -0.081 -0.150
H -4.9647 1.4655 -1.9921 -0.051 0.014 0.120
H -3.8469 2.4568 -2.9344 0.028 -0.098 0.012
```
Forces are in eV/Å.

* 2S+1: 1
* energy above the lowest of the compared OMol25 structures with the same formula, charge and spin: 0.0 kJ/mol
* E_HOMO: -0.3939 Eh
* structure (SMILES): CCOC(=O)C(F)(F)F.ClCCCl.ClCCCl.ClCCCl